Here is a cluster of 2 separate species, C2H3BrO2 in total at a distorted geometry from the OMol25 dataset. Energies are from wB97M-V/def2-TZVPD.

The value obtained for the relative energy (zero: lowest compared OMol25 entry of this formula, charge and spin) is 174.0 kcal per mole. The calculation puts the HOMO-LUMO gap (spin up / spin down) at 8.94 / 8.94 eV. The strongest force on any atom comes out at 4.5 eV Å⁻¹. As for the spin multiplicity: 1.

Geometry as XYZ:
```
8
Properties=species:S:1:pos:R:3:forces:R:3:nbo_charge:R:1
C -0.534 -0.975 0.494 -1.75 0.32 2.46 0.247
C 0.772 -0.466 -0.073 -1.99 1.50 -3.75 -0.460
O -1.702 -0.993 -0.263 -0.33 1.83 -0.92 -0.244
O -1.074 -2.203 0.093 1.44 -1.52 0.34 -0.248
Br 2.051 -0.072 1.171 0.92 0.07 0.78 0.141
H -0.853 -0.783 1.615 1.48 -0.02 -2.18 0.188
H 0.351 1.196 -0.955 0.62 -3.30 1.71 0.120
H 1.102 -1.083 -0.983 -0.39 1.12 1.55 0.257
```
Forces are in eV/Å.

Here is an isolated molecule of C2H3N3O3S at a distorted geometry from the OMol25 dataset. Energies are from wB97M-V/def2-TZVPD.

The expectation value of S² is 2.027. The value obtained for the relative energy (zero: lowest compared OMol25 entry of this formula, charge and spin) is 41.5 kcal per mole. The calculation puts the HOMO-LUMO gap (spin up / spin down) at 6.41 / 6.84 eV. The strongest force on any atom comes out at 3.0 eV Å⁻¹. As for the spin multiplicity: 3.

Geometry as XYZ:
```
12
Properties=species:S:1:pos:R:3:forces:R:3:mulliken_spin:R:1
C 1.888 0.418 0.179 -1.31 0.85 -0.62 0.008
C -0.737 0.120 0.321 0.24 -0.48 0.00 0.850
N 0.945 1.285 0.594 0.70 1.27 0.90 0.696
N 1.295 -0.847 -0.036 1.67 -1.00 -0.30 0.051
N -0.096 -0.890 -0.127 -1.69 -0.51 0.28 0.017
O 3.063 0.630 -0.002 0.40 -0.26 0.03 0.069
O -2.894 0.779 -1.073 -0.94 1.83 -0.80 0.039
O -2.721 -0.987 0.429 -1.40 -0.96 1.65 0.275
S -2.860 0.467 0.319 1.76 -2.02 -1.41 0.019
H 0.810 2.293 0.492 0.69 -0.65 -0.26 -0.026
H 1.780 -1.411 -0.750 -0.45 0.47 0.53 -0.008
H -0.472 -1.858 -0.347 0.33 1.48 0.01 0.009
```
Forces are in eV/Å.

Here is a cluster of 2 separate species, C2H4I2O in total at a distorted geometry from the OMol25 dataset. Energies are from wB97M-V/def2-TZVPD.

The value obtained for the relative energy (zero: lowest compared OMol25 entry of this formula, charge and spin) is 7.2 kcal per mole. As for the SMILES: CC(=O)I.I. The calculation puts the HOMO-LUMO gap at 9.74 eV. The strongest force on any atom comes out at 3.7 eV Å⁻¹. As for the spin multiplicity: 1.

Geometry as XYZ:
```
9
Properties=species:S:1:pos:R:3:forces:R:3:nbo_charge:R:1
C -0.702 -1.156 0.354 -1.11 -3.27 1.28 -0.781
C -0.427 0.254 0.398 1.46 2.45 -0.96 0.563
O 0.402 0.850 1.022 -1.54 -0.74 -0.63 -0.499
I -1.656 1.313 -1.191 0.41 -0.15 0.64 -0.084
H -1.839 -1.258 0.651 2.21 -0.14 -0.82 0.273
H -0.464 -1.743 -0.633 -0.60 1.60 1.79 0.291
H -0.066 -1.577 1.210 -0.94 0.16 -1.23 0.250
I 3.127 1.563 -1.291 -1.34 0.18 0.64 -0.133
H 1.624 1.755 -0.521 1.46 -0.10 -0.72 0.121
```
Forces are in eV/Å.

- Which value of strongest force on any atom does entry 1 give?
  4.5 eV Å⁻¹

- Which of these has the highest strongest force on any atom?
  C2H3BrO2

- Among the records above, which one has the lowest strongest force on any atom?
  C2H3N3O3S